# 1
Here is C38H29N3O5SiZr as an isolated structure from OMol25. Energies are from wB97M-V/def2-TZVPD.

Each line ends with the Löwdin charge.
CARTESIAN COORDINATES (ANGSTROEM)
Zr: -0.2536 0.8808 0.0620  1.714
O: 4.2345 0.2439 -0.8022  0.072
C: 4.4413 1.4642 -1.3258  -0.253
C: 5.6665 1.6674 -1.9656  -0.009
C: 5.9711 2.8950 -2.5159  -0.081
C: 5.0677 3.9514 -2.4412  -0.093
C: 3.8609 3.7602 -1.8026  -0.031
C: 3.5254 2.5262 -1.2381  -0.078
C: 2.2338 2.3802 -0.5460  -0.395
O: 1.8073 1.1640 -0.2665  -0.266
N: 1.5592 3.4385 -0.2075  0.087
N: 0.3968 3.0452 0.4429  -0.100
C: -0.1765 3.9477 1.1535  -0.038
C: -1.2836 3.6953 2.0548  -0.140
C: -1.8974 4.7807 2.6922  -0.038
C: -2.8719 4.5919 3.6469  -0.086
C: -3.2283 3.2920 4.0074  -0.071
C: -2.6312 2.2028 3.4059  -0.022
C: -1.6671 2.3871 2.4089  -0.338
O: -1.1148 1.3360 1.8150  -0.287
H: 3.3084 0.1784 -0.5076  0.071
H: 6.3566 0.8363 -2.0164  0.118
H: 6.9230 3.0328 -3.0134  0.104
H: 5.3083 4.9103 -2.8793  0.098
H: 3.1425 4.5644 -1.7249  0.107
H: 0.2458 4.9503 1.1259  0.136
H: -1.5855 5.7828 2.4217  0.115
H: -3.3419 5.4402 4.1244  0.103
H: -3.9763 3.1317 4.7733  0.107
H: -2.8877 1.1910 3.6935  0.120
O: -1.5140 0.8192 -3.9402  0.123
C: -1.4846 0.8842 -2.7399  -0.556
O: -0.4135 0.9588 -1.9856  -0.205
C: -2.7575 0.8802 -1.9216  -0.179
C: -4.0083 0.8972 -2.5070  0.021
C: -5.1191 0.9037 -1.6797  -0.031
C: -4.9367 0.8743 -0.3061  -0.031
C: -3.6486 0.8456 0.1971  -0.095
N: -2.5767 0.8610 -0.5983  0.037
H: -4.0733 0.9066 -3.5855  0.129
H: -6.1163 0.9236 -2.0992  0.115
H: -5.7771 0.8683 0.3733  0.113
H: -3.4546 0.8100 1.2592  0.100
C: -3.7918 -2.7615 -1.6788  -0.094
C: -3.6671 -2.6546 -0.2997  -0.096
C: -2.4221 -2.4270 0.2675  -0.125
C: -1.2714 -2.3104 -0.5191  -0.307
C: -1.4198 -2.4341 -1.9051  -0.096
C: -2.6628 -2.6564 -2.4800  -0.081
Si: 0.3680 -1.7795 0.2924  0.700
C: 1.7862 -2.3629 -0.7986  -0.289
C: 2.6677 -3.3738 -0.4112  -0.088
C: 3.6995 -3.7804 -1.2459  -0.085
C: 3.8659 -3.1864 -2.4871  -0.089
C: 3.0064 -2.1750 -2.8900  -0.081
C: 1.9849 -1.7621 -2.0491  -0.133
C: 0.4373 -2.6598 1.9583  -0.313
C: 0.1055 -4.0140 2.0679  -0.111
C: 0.1567 -4.6707 3.2883  -0.087
C: 0.5410 -3.9817 4.4308  -0.094
C: 0.8742 -2.6380 4.3462  -0.091
C: 0.8208 -1.9886 3.1204  -0.108
H: -4.7628 -2.9343 -2.1267  0.101
H: -4.5405 -2.7504 0.3347  0.102
H: -2.3390 -2.3418 1.3474  0.104
H: -0.5503 -2.3563 -2.5481  0.097
H: -2.7511 -2.7432 -3.5561  0.108
H: 2.5484 -3.8484 0.5562  0.094
H: 4.3768 -4.5625 -0.9257  0.100
H: 4.6727 -3.5036 -3.1360  0.100
H: 3.1419 -1.6940 -3.8506  0.107
H: 1.3430 -0.9451 -2.3652  0.088
H: -0.2028 -4.5611 1.1828  0.109
H: -0.1031 -5.7202 3.3512  0.101
H: 0.5800 -4.4920 5.3850  0.099
H: 1.1739 -2.0955 5.2341  0.100
H: 1.0807 -0.9359 3.0681  0.090

Computed properties:
* HOMO energy: -7.7 eV
* lowest unoccupied orbital energy: -0.67 eV
* DFT total energy: -2342.6995 hartree
* gap between HOMO and LUMO: 0.2590 Ha
* relative energy (zero: lowest compared OMol25 entry of this formula, charge and spin): 33.0 kcal/mol

***

# 2
Here is one molecule with the formula C3H3NO3 in a non-equilibrium geometry from OMol25. Energies are from wB97M-V/def2-TZVPD.

Each line ends with the natural charge from an NBO analysis.
CARTESIAN COORDINATES (ANGSTROEM)
H: -0.6549 0.9439 -2.2373  0.357
N: -1.0550 0.9066 -1.3184  -0.564
C: -0.3588 0.4072 -0.4000  0.417
C: -1.3199 -0.0850 0.6851  0.330
O: -2.4459 -0.1560 0.2681  -0.438
O: 1.0263 0.2674 -0.5017  -0.509
C: 1.7550 -0.4649 0.3773  0.655
O: 1.3215 -1.0483 1.3270  -0.553
H: -1.0829 -0.3327 1.7225  0.167
H: 2.8146 -0.4383 0.0773  0.138

Computed properties:
* HOMO energy: -10.2 eV
* SMILES string: [H]/N=C(/C=O)OC=O
* lowest unoccupied orbital energy: -0.26 eV
* DFT total energy: -396.5340 hartree
* gap between HOMO and LUMO: 0.3641 Ha
* relative energy (zero: lowest compared OMol25 entry of this formula, charge and spin): 56.7 kcal/mol

***

# 3
Here is one molecule with the formula ClFIPS in a non-equilibrium geometry from OMol25. Energies are from wB97M-V/def2-TZVPD.

Each line ends with the natural charge from an NBO analysis.
CARTESIAN COORDINATES (ANGSTROEM)
F: 1.1146 -1.7930 0.3717  -0.591
P: 0.8779 -0.4247 -0.4102  1.169
S: -1.7720 1.7690 -1.1770  -0.606
Cl: 1.5693 0.6894 1.0099  -0.224
I: -1.7898 -0.2408 0.2056  0.252

Computed properties:
* HOMO energy: -8.1 eV
* lowest unoccupied orbital energy: -1.94 eV
* DFT total energy: -1597.2840 hartree
* gap between HOMO and LUMO: 0.2271 Ha
* relative energy (zero: lowest compared OMol25 entry of this formula, charge and spin): 61.7 kcal/mol

***

# 4
Here is one molecule with the formula C5H8O from OMol25. Energies are from wB97M-V/def2-TZVPD.

Each line ends with the natural charge from an NBO analysis.
CARTESIAN COORDINATES (ANGSTROEM)
C: -1.0195 -0.3071 1.9152  -0.274
O: -0.5705 0.9273 1.3343  -0.422
C: -0.3081 0.9346 0.0691  0.448
C: 1.3435 0.3378 -1.2961  -0.638
C: -0.0848 -0.1245 -0.8200  -0.373
C: -0.8148 -1.2627 -1.1067  -0.328
H: -1.9246 -0.6265 1.4064  0.226
H: -1.1925 -0.0532 2.9572  0.199
H: -0.2577 -1.0838 1.8010  0.210
H: -0.0429 1.9478 -0.2394  0.177
H: 1.2724 0.8706 -2.2416  0.215
H: 1.9252 0.9731 -0.5982  0.200
H: 1.9003 -0.5885 -1.4130  0.236
H: -0.2259 -1.9449 -1.7680  0.123

Computed properties:
* HOMO energy: -7.4 eV
* lowest unoccupied orbital energy: -0.15 eV
* DFT total energy: -270.3590 hartree
* gap between HOMO and LUMO: 0.2660 Ha
* relative energy (zero: lowest compared OMol25 entry of this formula, charge and spin): 124.8 kcal/mol

***

# 5
Here is a 2-piece molecular cluster, C3H7NO3P overall in a non-equilibrium geometry from OMol25. Energies are from wB97M-V/def2-TZVPD.

Each line ends with the natural charge from an NBO analysis.
CARTESIAN COORDINATES (ANGSTROEM)
C: 1.9214 1.0187 0.6090  -0.415
C: 1.1991 0.3726 -0.2750  -0.252
C: 0.2022 -0.6032 0.1527  -0.070
N: -0.1253 -1.5376 -0.8463  -0.847
O: -3.0858 1.5131 0.4401  -1.032
O: -3.5231 -1.0137 0.9422  -1.128
O: -3.1946 -0.2248 -1.4628  -1.158
P: -2.7582 -0.1618 -0.0199  1.947
H: 2.7350 1.7860 0.3200  0.176
H: 2.0100 0.6612 1.6089  0.177
H: 1.1356 0.7259 -1.2793  0.196
H: 0.2860 -1.0161 1.1567  0.177
H: -0.7444 -2.2431 -0.3400  0.368
H: -0.7400 -1.1712 -1.5966  0.395
H: -2.8925 2.0862 -0.3129  0.466

Computed properties:
* HOMO energy (spin up / spin down): -3.6 / -3.2 eV
* lowest unoccupied orbital energy (spin up / spin down): 3.61 / 3.65 eV
* DFT total energy: -740.3679 hartree
* net charge: -1
* gap between HOMO and LUMO (spin up / spin down): 0.2645 / 0.2524 Ha
* relative energy (zero: lowest compared OMol25 entry of this formula, charge and spin): 69.3 kcal/mol

***

# 6
Here is one molecule with the formula C29H37N5O2 from OMol25. Energies are from wB97M-V/def2-TZVPD.

Each line ends with the natural charge from an NBO analysis.
CARTESIAN COORDINATES (ANGSTROEM)
C: -8.9351 -1.1819 1.4291  -0.636
C: -7.5709 -1.3539 0.8628  0.149
N: -6.8475 -0.3262 0.4658  -0.283
N: -5.6812 -0.8212 0.0262  -0.183
C: -5.6518 -2.1792 0.1182  0.178
C: -6.8619 -2.5528 0.6582  -0.347
H: -7.1947 -3.5488 0.8709  0.219
C: -4.5369 -3.0375 -0.3620  -0.648
H: -4.0481 -2.5906 -1.2260  0.232
H: -3.7897 -3.1932 0.4172  0.222
H: -4.9322 -4.0117 -0.6424  0.229
C: -4.7164 0.0580 -0.4866  0.148
C: -5.1451 1.1697 -1.2030  -0.216
C: -4.2094 2.0494 -1.7131  -0.200
C: -2.8581 1.8203 -1.5264  -0.226
C: -2.4191 0.7204 -0.7973  0.102
C: -3.3599 -0.1487 -0.2640  -0.279
H: -3.0439 -0.9775 0.3467  0.217
C: -0.9423 0.5527 -0.5544  -0.270
H: -0.4170 0.8938 -1.4509  0.229
C: -0.5237 1.4706 0.6150  -0.206
N: -0.3367 2.8368 0.1560  -0.449
C: 0.9191 3.0376 -0.5537  -0.251
C: 1.9797 3.5368 0.4654  -0.240
C: 3.0664 2.4969 0.7444  -0.379
H: 2.5913 1.5571 1.0269  0.211
H: 3.6824 2.8303 1.5842  0.205
C: 3.9716 2.2468 -0.4718  -0.436
C: 4.8306 1.0456 -0.2438  0.285
C: 6.1793 1.0975 0.0086  -0.310
C: 6.8771 -0.0981 0.2322  -0.110
C: 6.2259 -1.3029 0.2360  -0.117
C: 4.8226 -1.3108 -0.0073  0.466
N: 4.0988 -2.4192 -0.0145  -0.585
C: 4.6829 -3.7099 0.2559  -0.208
C: 6.1394 -3.7410 -0.1982  -0.402
C: 6.9092 -2.6155 0.4894  -0.416
H: 6.9432 -2.8031 1.5673  0.214
H: 7.9390 -2.5746 0.1301  0.221
H: 6.1806 -3.6004 -1.2801  0.207
H: 6.5813 -4.7080 0.0406  0.219
H: 4.6211 -3.9322 1.3295  0.185
H: 4.0941 -4.4603 -0.2761  0.215
N: 4.2007 -0.1431 -0.2613  -0.525
H: 3.1116 -0.1716 -0.5274  0.464
H: 7.9415 -0.0663 0.4151  0.217
H: 6.6959 2.0422 0.0276  0.223
H: 4.5916 3.1235 -0.6608  0.218
H: 3.3437 2.0651 -1.3447  0.231
H: 2.4566 4.4456 0.0870  0.200
C: 1.1523 3.8565 1.7232  -0.421
H: 1.4128 4.8170 2.1635  0.213
H: 1.2965 3.0831 2.4793  0.199
C: -0.2996 3.8263 1.2160  -0.213
H: -0.5569 4.7944 0.7736  0.187
H: -1.0239 3.5994 1.9974  0.204
H: 0.7542 3.7983 -1.3229  0.192
H: 1.2256 2.1117 -1.0339  0.234
H: 0.3824 1.0592 1.0825  0.169
H: -1.3193 1.4687 1.3652  0.202
C: -0.5067 -0.8882 -0.2947  -0.507
C: 1.0152 -1.0752 -0.3590  0.823
O: 1.7083 -0.1393 -0.8359  -0.775
O: 1.4772 -2.1457 0.0716  -0.734
H: 3.0403 -2.3416 -0.0307  0.459
H: -0.8254 -1.2390 0.6891  0.220
H: -0.9409 -1.5548 -1.0447  0.233
H: -2.1288 2.5082 -1.9249  0.220
H: -4.5376 2.9158 -2.2683  0.212
H: -6.2032 1.3271 -1.3377  0.235
H: -9.1785 -0.1242 1.4718  0.230
H: -8.9857 -1.6032 2.4324  0.217
H: -9.6702 -1.6940 0.8088  0.217

Computed properties:
* HOMO energy: -8.0 eV
* lowest unoccupied orbital energy: 0.45 eV
* DFT total energy: -1551.5978 hartree
* gap between HOMO and LUMO: 0.3111 Ha

***

# 7
Here is a 4-piece molecular cluster, H8O4 overall in a non-equilibrium geometry from OMol25. Energies are from wB97M-V/def2-TZVPD.

Each line ends with the natural charge from an NBO analysis.
CARTESIAN COORDINATES (ANGSTROEM)
O: 0.8456 0.2277 -2.6335  -0.967
H: 0.4609 0.6593 -3.4623  0.495
H: 0.2303 -0.5570 -2.3055  0.484
O: 0.8390 -2.1014 0.7693  -0.879
H: 0.8397 -2.1492 -0.1847  0.444
H: 1.0940 -1.3406 0.8340  0.435
O: -0.2603 0.8840 0.0947  -0.968
H: -0.0610 0.7802 -0.8688  0.488
H: -0.0603 1.8275 0.0988  0.474
O: -1.6988 0.6138 2.5525  -0.957
H: -1.0459 0.5525 3.3390  0.465
H: -1.1831 0.6032 1.7665  0.485

Computed properties:
* HOMO energy: -10.8 eV
* SMILES string: O.O.O.O
* lowest unoccupied orbital energy: 0.01 eV
* DFT total energy: -305.6922 hartree
* gap between HOMO and LUMO: 0.3962 Ha
* relative energy (zero: lowest compared OMol25 entry of this formula, charge and spin): 54.6 kcal/mol

***

# 8
Here is a 5-piece molecular cluster, C56H64F5N5OS overall in a non-equilibrium geometry from OMol25. Energies are from wB97M-V/def2-TZVPD.

Each line ends with the Löwdin charge.
CARTESIAN COORDINATES (ANGSTROEM)
C: 6.5919 0.9988 2.2140  -0.129
O: 6.2937 0.6119 0.8384  -0.242
C: 5.5351 1.6798 0.1783  -0.217
C: 6.1354 1.8873 -1.2934  -0.163
C: 5.0596 2.3144 -2.4079  -0.200
C: 4.4409 0.9824 -3.0787  -0.207
C: 2.8517 1.0171 -3.2998  -0.212
C: 2.0222 1.5057 -1.9845  -0.191
C: 1.4376 2.9817 -2.2476  -0.211
C: 1.7189 4.0459 -1.0752  -0.212
C: 1.6665 3.4431 0.4128  -0.209
C: 1.2260 4.4796 1.5543  -0.189
C: -0.1784 5.2171 1.3040  -0.158
C: -1.3583 4.1487 1.5375  -0.119
C: -1.6256 3.1456 0.3829  -0.023
C: -2.7059 2.0540 0.5294  -0.380
C: -3.6141 1.8706 1.8100  -0.192
C: -3.3233 2.9012 2.9605  0.056
C: -2.2126 4.0137 2.8224  -0.112
C: -1.9734 4.9781 4.0882  -0.148
C: -1.5876 4.0805 5.3883  -0.174
C: 0.0068 3.8478 5.5352  -0.070
C: 0.3321 2.5312 6.4154  -0.274
F: -0.6229 2.3494 7.4727  0.043
F: 1.6237 2.6801 7.0354  0.032
C: 0.3792 1.1733 5.5538  -0.304
F: -0.7844 0.3813 5.7079  0.091
F: 1.4632 0.3899 6.0868  0.057
F: 0.6900 1.3590 4.1852  0.088
N: -4.6427 0.8110 1.8880  -0.036
C: -4.0715 -0.5356 1.5461  -0.204
C: -4.3156 -1.7449 2.4994  -0.002
C: -3.6693 -3.1071 2.1094  -0.045
C: -2.8154 -3.3329 0.8228  -0.147
C: -2.1723 -4.8058 0.5788  -0.121
C: -0.5904 -4.6807 1.0085  -0.142
C: -0.1281 -3.8664 2.2706  -0.026
C: 1.3865 -3.7800 2.6888  -0.069
C: 2.5183 -4.4808 1.8658  -0.083
C: 2.0859 -5.2531 0.5928  -0.083
C: 0.5878 -5.3578 0.1824  -0.041
C: -2.5982 -2.1085 -0.1847  0.002
C: -3.2325 -0.7622 0.2256  -0.389
S: -3.0260 0.7852 -0.8093  0.851
H: 6.7946 0.0897 2.8821  0.094
H: 5.7329 1.5805 2.7096  0.091
H: 7.5371 1.6516 2.2076  0.097
H: 4.4345 1.3673 0.2094  0.111
H: 5.6342 2.6219 0.8255  0.116
H: 6.6058 0.9017 -1.6365  0.115
H: 6.9374 2.7124 -1.2233  0.116
H: 5.6506 2.8512 -3.2435  0.088
H: 4.2727 3.0651 -2.0523  0.089
H: 4.9879 0.8079 -4.0842  0.113
H: 4.7362 0.0753 -2.4219  0.113
H: 2.5302 -0.0757 -3.5168  0.101
H: 2.5708 1.6067 -4.2476  0.106
H: 2.7603 1.4586 -1.1164  0.081
H: 1.1710 0.7313 -1.8656  0.115
H: 1.9827 3.3837 -3.1873  0.097
H: 0.3264 2.9149 -2.5573  0.108
H: 2.7930 4.4400 -1.2407  0.098
H: 1.0212 4.9383 -1.2569  0.099
H: 2.7379 3.0916 0.6708  0.101
H: 1.0302 2.4797 0.3909  0.112
H: 1.1039 3.8569 2.5238  0.093
H: 2.1006 5.2013 1.7804  0.121
H: -0.2442 6.0665 2.0867  0.103
H: -0.3128 5.6502 0.2549  0.104
H: -1.0017 3.2346 -0.5732  0.090
H: -3.9279 2.8413 3.9300  0.106
H: -1.1449 5.7497 3.9292  0.100
H: -2.9370 5.5320 4.3490  0.115
H: -2.0571 3.0280 5.3481  0.105
H: -1.9553 4.5552 6.3607  0.117
H: 0.5086 3.8267 4.5117  0.101
H: 0.4287 4.7265 6.1589  0.140
H: -5.3288 1.0594 1.1403  0.111
H: -4.9209 -1.5551 3.4472  0.102
H: -3.8470 -3.9832 2.8288  0.097
H: -2.6393 -5.5133 1.3415  0.109
H: -2.2051 -5.1706 -0.5003  0.081
H: -0.8636 -3.3372 2.9632  0.083
H: 1.7342 -3.2129 3.6240  0.082
H: 3.6264 -4.4370 2.1126  0.080
H: 2.8688 -5.7590 -0.0587  0.080
H: 0.2623 -5.9480 -0.7445  0.059
H: -1.9873 -2.1779 -1.1407  0.080
C: -9.5284 -1.6809 1.2484  -0.084
C: -10.4214 -0.6668 1.5640  -0.081
C: -9.9100 0.5424 2.0073  -0.158
N: -8.5985 0.7907 2.1537  0.060
C: -7.7562 -0.2083 1.8431  -0.148
C: -8.1673 -1.4512 1.3885  -0.067
H: -9.8899 -2.6413 0.8968  0.104
H: -11.4903 -0.8119 1.4675  0.099
H: -10.5677 1.3668 2.2634  0.100
H: -6.7036 0.0183 1.9726  0.058
H: -7.4419 -2.2197 1.1509  0.100
C: -0.6854 -4.1675 -5.4608  -0.079
C: -0.0797 -3.9344 -4.2360  -0.064
C: -0.8567 -4.0101 -3.0892  -0.156
N: -2.1706 -4.2957 -3.1003  0.056
C: -2.7300 -4.5152 -4.3025  -0.149
C: -2.0375 -4.4650 -5.4994  -0.076
H: -0.1079 -4.1176 -6.3775  0.107
H: 0.9752 -3.6988 -4.1709  0.105
H: -0.4359 -3.8394 -2.1027  0.085
H: -3.7916 -4.7409 -4.2821  0.103
H: -2.5430 -4.6533 -6.4384  0.102
C: -1.6927 -10.6599 -2.1797  -0.082
C: -2.2768 -9.4027 -2.2353  -0.073
C: -1.5131 -8.3085 -1.8625  -0.147
N: -0.2390 -8.3929 -1.4459  0.057
C: 0.3011 -9.6211 -1.3998  -0.147
C: -0.3770 -10.7760 -1.7546  -0.076
H: -2.2575 -11.5409 -2.4647  0.105
H: -3.3016 -9.2753 -2.5612  0.102
H: -1.9243 -7.3039 -1.8920  0.087
H: 1.3304 -9.6606 -1.0577  0.104
H: 0.1103 -11.7415 -1.6996  0.101
C: 5.6911 7.5020 -5.8406  -0.082
C: 4.5430 7.1837 -5.1297  -0.074
C: 4.5797 6.0883 -4.2821  -0.146
N: 5.6618 5.3121 -4.1099  0.056
C: 6.7586 5.6412 -4.8110  -0.149
C: 6.8246 6.7179 -5.6804  -0.076
H: 5.7026 8.3528 -6.5132  0.105
H: 3.6403 7.7731 -5.2312  0.102
H: 3.7080 5.8010 -3.7023  0.096
H: 7.6176 4.9961 -4.6547  0.104
H: 7.7380 6.9377 -6.2190  0.101

Computed properties:
* HOMO energy: -8.0 eV
* SMILES string: COCCCCCCCCCCCc1cc2c(cc1CCCC(F)(F)C(F)(F)F)Nc1ccc(Cc3ccccc3)cc1S2.c1ccncc1.c1ccncc1.c1ccncc1.c1ccncc1
* lowest unoccupied orbital energy: 0.41 eV
* DFT total energy: -3418.2222 hartree
* gap between HOMO and LUMO: 0.3076 Ha